Record 1
Below is a molecular structure, C32H33CaF6N4O6P2S6, with properties calculated with the ωB97M-V functional and the def2-TZVPD basis.

Element x y z (Å)
Ca: -0.791 0.120 -0.364
C: 3.763 -1.150 -3.726
S: 3.812 -1.851 -2.069
C: 2.394 -1.094 -1.289
S: 1.590 0.234 -2.032
N: 2.154 -1.681 -0.159
N: 1.091 -1.141 0.540
C: 1.082 -1.464 1.823
C: 0.107 -0.943 2.691
C: 0.116 -1.234 4.085
C: -0.846 -0.724 4.905
C: -1.864 0.092 4.347
C: -1.809 0.337 2.993
N: -0.872 -0.123 2.161
H: 4.525 -1.686 -4.297
H: 3.987 -0.084 -3.717
H: 2.784 -1.301 -4.174
H: 1.829 -2.153 2.213
H: 0.906 -1.866 4.476
H: -0.833 -0.943 5.967
H: -2.661 0.505 4.950
H: -2.578 0.947 2.528
C: 1.746 -0.399 -6.834
C: 1.113 0.522 -5.812
O: 0.052 -0.186 -5.179
P: -1.208 0.599 -4.525
S: -1.927 -0.640 -3.140
S: -0.807 2.476 -4.180
O: -2.251 0.595 -5.785
C: -2.779 -0.639 -6.255
C: -3.535 -0.356 -7.536
H: 2.594 0.097 -7.313
H: 1.022 -0.673 -7.604
H: 2.104 -1.313 -6.360
H: 0.734 1.429 -6.288
H: 1.829 0.822 -5.041
H: -3.434 -1.063 -5.490
H: -1.965 -1.350 -6.429
H: -4.337 0.359 -7.349
H: -3.972 -1.277 -7.930
H: -2.870 0.068 -8.290
F: -5.466 2.780 0.715
C: -4.194 3.052 0.414
F: -3.489 3.050 1.546
F: -4.141 4.281 -0.104
S: -3.535 1.852 -0.825
O: -2.130 2.176 -0.879
O: -4.371 2.034 -1.961
N: -3.690 0.536 0.017
S: -3.921 -0.970 -0.364
O: -2.656 -1.655 -0.273
O: -4.817 -1.263 -1.433
C: -4.846 -1.512 1.139
F: -5.102 -2.822 1.031
F: -6.014 -0.867 1.224
F: -4.170 -1.309 2.262
C: -0.010 6.527 -1.135
C: 0.327 6.543 0.212
C: 0.684 5.366 0.856
C: 0.703 4.160 0.158
C: 0.357 4.153 -1.193
C: 0.008 5.329 -1.837
P: 1.143 2.530 0.872
C: 2.936 2.447 0.508
C: 3.552 1.207 0.668
C: 4.904 1.053 0.407
C: 5.655 2.140 -0.021
C: 5.050 3.377 -0.185
C: 3.694 3.531 0.079
C: 1.179 2.936 2.664
C: 2.341 3.101 3.414
C: 2.269 3.375 4.774
C: 1.037 3.490 5.401
C: -0.127 3.327 4.662
C: -0.053 3.047 3.308
H: -0.298 7.445 -1.634
H: 0.308 7.474 0.767
H: 0.945 5.389 1.907
H: 0.341 3.224 -1.754
H: -0.274 5.289 -2.882
H: 2.959 0.351 0.965
H: 5.356 0.073 0.500
H: 6.709 2.017 -0.246
H: 5.628 4.225 -0.532
H: 3.225 4.496 -0.069
H: 3.308 3.010 2.936
H: 3.183 3.493 5.345
H: 0.983 3.694 6.464
H: -1.095 3.391 5.144
H: -0.964 2.902 2.739

highest occupied orbital energy (alpha / beta) = -0.2905 / -2.0912 eV
HOMO-LUMO gap (alpha / beta) = 0.1653 / 0.2314 Ha
net charge = -2
E_tot = -6258.6194 hartree
expectation value of S² = 0.775
2S+1 = 2

Atom charges from the Mulliken analysis, given in e for atoms 1 to 2: 1.538 -0.559


Record 2
Below is a molecular structure, C32H33CaN8O2, with properties calculated with the ωB97M-V functional and the def2-TZVPD basis.

Element x y z (Å)
Ca: -0.925 -1.266 0.468
C: 0.884 -5.749 -0.881
C: 0.054 -5.764 -1.989
C: -0.411 -4.564 -2.496
C: -0.059 -3.341 -1.927
C: 0.826 -3.331 -0.837
C: 1.270 -4.544 -0.315
C: -0.739 -2.151 -2.518
C: -0.378 -1.695 -3.810
C: -1.051 -0.645 -4.350
C: -2.132 -0.058 -3.643
C: -2.881 1.028 -4.145
C: -3.923 1.542 -3.424
C: -4.262 0.982 -2.175
C: -3.548 -0.068 -1.663
C: -2.462 -0.600 -2.387
N: -1.737 -1.627 -1.836
H: 1.255 -6.673 -0.458
H: -0.236 -6.698 -2.449
H: -1.081 -4.566 -3.347
H: 1.944 -4.544 0.529
H: 0.454 -2.165 -4.314
H: -0.777 -0.249 -5.320
H: -2.622 1.441 -5.112
H: -4.501 2.369 -3.813
H: -5.106 1.380 -1.627
H: -3.821 -0.514 -0.715
N: -2.624 0.546 1.786
C: -1.541 1.276 2.465
C: -1.963 2.207 3.629
C: -1.678 3.690 3.350
C: -0.237 4.106 3.648
N: 0.742 3.233 3.013
C: 1.176 3.323 1.769
N: 0.932 4.395 1.003
N: 1.892 2.312 1.267
C: -0.466 0.239 2.874
O: 0.620 0.642 3.322
O: -0.769 -0.969 2.655
H: -3.375 1.174 1.520
H: -3.012 -0.118 2.450
H: -1.063 1.899 1.704
H: -1.478 1.899 4.559
H: -3.035 2.081 3.796
H: -2.334 4.319 3.956
H: -1.918 3.914 2.306
H: -0.044 4.049 4.720
H: -0.062 5.149 3.377
H: 0.782 2.264 3.384
H: 0.532 5.228 1.396
H: 1.363 4.464 0.097
H: 1.873 1.436 1.776
H: 1.998 2.240 0.263
C: 4.530 -2.529 2.393
C: 4.735 -2.545 1.017
C: 3.669 -2.390 0.149
C: 2.387 -2.216 0.663
C: 2.175 -2.199 2.030
C: 3.254 -2.355 2.896
N: 1.253 -2.071 -0.247
N: 1.693 -1.181 -1.317
C: 1.173 0.024 -1.349
C: 1.780 0.903 -2.332
C: 1.263 2.129 -2.580
C: 0.112 2.568 -1.865
C: -0.391 1.722 -0.924
N: 0.122 0.508 -0.607
H: 5.368 -2.649 3.067
H: 5.732 -2.682 0.620
H: 3.814 -2.394 -0.922
H: 1.184 -2.046 2.437
H: 3.084 -2.332 3.964
H: 2.646 0.526 -2.857
H: 1.720 2.766 -3.327
H: -0.371 3.512 -2.076
H: -1.279 2.002 -0.363

highest occupied orbital energy = -9.7405 eV
HOMO-LUMO gap = 0.2689 Ha
net charge = +1
E_tot = -2505.3470 hartree

Atom charges from the Mulliken analysis, given in e for atoms 1 to 2: 1.379 -0.765


Record 3
Below is a molecular structure, C32H33Cl2N2O5TeTi, with properties calculated with the ωB97M-V functional and the def2-TZVPD basis.

Element x y z (Å)
Ti: -0.787 1.057 -0.198
N: -1.549 2.899 -1.152
H: -1.608 2.869 -2.166
H: -0.959 3.687 -0.896
H: -2.485 3.102 -0.809
Cl: 1.777 0.082 0.272
C: 1.322 -1.469 1.044
Cl: -0.280 -2.001 0.529
H: 1.302 -1.301 2.114
H: 2.059 -2.204 0.742
C: -0.499 -8.373 -5.748
C: -0.235 -6.989 -5.236
C: 1.051 -6.453 -5.249
C: 1.328 -5.185 -4.762
C: 2.741 -4.670 -4.813
C: 0.251 -4.440 -4.256
Te: 0.598 -2.539 -3.487
N: -0.598 0.179 -1.847
C: -1.891 0.019 -1.780
O: -2.474 0.376 -0.600
C: -2.769 -0.452 -2.856
C: -4.035 -0.951 -2.562
C: -4.849 -1.392 -3.594
C: -4.410 -1.308 -4.909
C: -3.153 -0.788 -5.205
C: -2.326 -0.367 -4.178
C: 2.065 -2.997 -2.083
C: 3.143 -2.107 -2.064
C: 4.227 -2.347 -1.236
C: 4.218 -3.473 -0.424
C: 3.129 -4.335 -0.426
C: 2.025 -4.125 -1.249
C: 0.879 -5.098 -1.197
C: -1.063 -4.935 -4.239
C: -2.218 -4.171 -3.655
C: -1.276 -6.212 -4.733
H: 0.332 -8.743 -6.345
H: -1.404 -8.399 -6.354
H: -0.646 -9.061 -4.913
H: 1.862 -7.038 -5.668
H: 3.321 -5.231 -5.543
H: 3.240 -4.772 -3.846
H: 2.791 -3.618 -5.104
H: -4.371 -0.991 -1.534
H: -5.831 -1.788 -3.375
H: -5.057 -1.636 -5.713
H: -2.831 -0.702 -6.233
H: -1.353 0.060 -4.387
H: 3.145 -1.233 -2.706
H: 5.069 -1.669 -1.232
H: 5.062 -3.680 0.222
H: 3.133 -5.200 0.226
H: 0.858 -5.599 -0.231
H: 0.977 -5.865 -1.968
H: -0.085 -4.607 -1.339
H: -2.140 -3.093 -3.815
H: -2.296 -4.345 -2.578
H: -3.156 -4.492 -4.105
H: -2.283 -6.614 -4.730
O: 0.091 2.542 0.858
C: -0.230 1.954 1.963
O: -0.812 0.809 1.791
C: 0.046 2.516 3.253
C: -0.367 1.826 4.395
C: -0.123 2.332 5.665
C: 0.542 3.538 5.728
O: 0.889 4.220 6.825
C: 1.556 5.418 6.386
O: 1.582 5.377 4.956
C: 0.957 4.232 4.587
C: 0.728 3.754 3.334
H: -0.893 0.888 4.280
H: -0.438 1.817 6.561
H: 2.573 5.422 6.773
H: 0.987 6.284 6.720
H: 1.048 4.284 2.449

highest occupied orbital energy (alpha / beta) = -12.6728 / -12.6728 eV
HOMO-LUMO gap (alpha / beta) = 0.2536 / 0.1685 Ha
net charge = +2
E_tot = -3762.3643 hartree
expectation value of S² = 0.758
2S+1 = 2

Atom charges from the Mulliken analysis, given in e for atoms 1 to 2: 0.107 -0.674